(w)
DFT (ωB97M-V/def2-TZVPD) results for the molecule C22H27N3O6S.

Last column: Löwdin charge in e.
CARTESIAN COORDINATES (ANGSTROEM)
1 C -6.586 -0.749 -2.002  -0.083
2 O -5.572 -0.362 -1.110  -0.106
3 C -5.679 0.848 -0.476  -0.201
4 C -6.771 1.689 -0.603  -0.029
5 C -6.801 2.920 0.037  -0.098
6 C -5.733 3.313 0.815  -0.100
7 C -4.642 2.472 0.964  -0.026
8 C -4.585 1.233 0.334  -0.157
9 N -3.466 0.403 0.415  -0.095
10 C -3.633 -0.950 0.907  -0.127
11 C -2.506 -1.828 0.375  -0.098
12 N -1.230 -1.266 0.773  -0.054
13 C -0.269 -2.078 1.224  -0.478
14 O -0.453 -3.262 1.466  0.041
15 C 1.097 -1.462 1.542  -0.108
16 N 1.770 -1.028 0.336  -0.182
17 C 2.947 -0.266 0.462  -0.271
18 C 3.796 -0.364 1.562  -0.019
19 C 4.923 0.432 1.639  0.010
20 C 5.237 1.319 0.620  -0.199
21 C 4.402 1.397 -0.500  -0.182
22 C 3.252 0.624 -0.559  0.067
23 O 4.676 2.233 -1.549  -0.017
24 C 6.007 2.701 -1.554  -0.147
25 C 6.402 3.175 -0.157  -0.150
26 O 6.358 2.099 0.754  -0.025
27 S 1.680 -2.114 -0.954  0.647
28 C 2.130 -3.725 -0.266  -0.091
29 O 0.317 -2.151 -1.389  -0.264
30 O 2.668 -1.739 -1.916  -0.279
31 C -1.063 0.088 0.307  -0.119
32 C -2.205 0.960 0.843  -0.149
33 H -6.708 -0.024 -2.814  0.097
34 H -7.545 -0.888 -1.492  0.096
35 H -6.260 -1.702 -2.418  0.095
36 H -7.610 1.403 -1.218  0.101
37 H -7.661 3.561 -0.083  0.100
38 H -5.745 4.268 1.318  0.100
39 H -3.825 2.788 1.593  0.102
40 H -3.612 -0.962 2.011  0.136
41 H -4.589 -1.343 0.569  0.119
42 H -2.547 -1.868 -0.718  0.140
43 H -2.570 -2.839 0.778  0.127
44 H 0.979 -0.601 2.208  0.143
45 H 1.660 -2.237 2.079  0.125
46 H 3.582 -1.050 2.365  0.108
47 H 5.583 0.377 2.490  0.122
48 H 2.616 0.698 -1.423  0.131
49 H 6.685 1.896 -1.868  0.141
50 H 6.046 3.517 -2.277  0.133
51 H 5.709 3.966 0.165  0.139
52 H 7.425 3.555 -0.139  0.132
53 H 3.084 -3.617 0.235  0.071
54 H 1.343 -4.054 0.403  0.047
55 H 2.220 -4.397 -1.109  0.072
56 H -1.093 0.080 -0.789  0.136
57 H -0.105 0.497 0.620  0.116
58 H -2.129 1.012 1.944  0.132
59 H -2.098 1.965 0.432  0.128

- gap between HOMO and LUMO (eV) = 8.4
- structure (SMILES) = COc1ccccc1N1CCN(C(=O)CN(c2ccc3c(c2)OCCO3)S(C)(=O)=O)CC1
- HOMO (eV) = -7.75



(x)
DFT (ωB97M-V/def2-TZVPD) results for the molecule C22H27N3O6S.

Last column: Löwdin charge in e.
CARTESIAN COORDINATES (ANGSTROEM)
1 C -8.003 -2.619 -0.583  -0.063
2 C -6.654 -2.480 0.095  -0.213
3 O -6.015 -1.297 -0.410  0.006
4 C -4.943 -0.873 0.242  -0.472
5 O -4.453 -1.409 1.197  0.145
6 C -4.400 0.407 -0.397  -0.003
7 N -3.270 0.901 0.331  0.058
8 C -3.342 2.000 1.171  -0.472
9 O -4.279 2.735 1.288  0.138
10 O -2.155 2.125 1.816  0.171
11 C -1.343 1.112 1.400  -0.165
12 C -0.035 0.858 1.741  0.037
13 C 0.559 -0.224 1.112  -0.260
14 S 2.316 -0.488 1.348  0.669
15 O 2.564 -1.898 1.432  -0.280
16 O 2.758 0.361 2.414  -0.272
17 N 2.970 0.057 -0.065  -0.239
18 C 3.418 -0.860 -1.082  -0.177
19 C 4.947 -0.847 -1.324  -0.191
20 N 5.809 -1.312 -0.265  -0.266
21 C 5.561 -2.682 0.143  -0.096
22 C 5.907 -0.425 0.877  -0.091
23 C 3.038 1.489 -0.243  -0.140
24 C 1.695 2.124 -0.509  -0.215
25 C 1.293 3.240 0.214  -0.043
26 C 0.061 3.828 -0.015  -0.074
27 C -0.792 3.301 -0.969  -0.089
28 C -0.401 2.190 -1.696  -0.076
29 C 0.836 1.611 -1.473  -0.038
30 C -0.116 -1.037 0.219  -0.052
31 C -1.438 -0.785 -0.116  0.020
32 C -2.034 0.315 0.474  -0.147
33 H -8.623 -1.753 -0.365  0.079
34 H -7.877 -2.694 -1.659  0.077
35 H -8.501 -3.513 -0.219  0.079
36 H -6.010 -3.340 -0.117  0.130
37 H -6.755 -2.386 1.181  0.127
38 H -4.135 0.208 -1.440  0.146
39 H -5.176 1.178 -0.365  0.147
40 H 0.521 1.453 2.444  0.132
41 H 3.118 -1.850 -0.741  0.105
42 H 2.917 -0.647 -2.035  0.115
43 H 5.132 -1.485 -2.196  0.119
44 H 5.264 0.168 -1.582  0.110
45 H 5.499 -3.312 -0.743  0.086
46 H 6.407 -3.015 0.745  0.085
47 H 4.646 -2.798 0.737  0.067
48 H 6.758 -0.745 1.480  0.086
49 H 5.014 -0.424 1.514  0.060
50 H 6.096 0.589 0.528  0.087
51 H 3.718 1.701 -1.073  0.135
52 H 3.463 1.914 0.671  0.120
53 H 1.952 3.649 0.966  0.119
54 H -0.238 4.692 0.558  0.111
55 H -1.757 3.755 -1.143  0.109
56 H -1.057 1.777 -2.448  0.108
57 H 1.131 0.748 -2.050  0.109
58 H 0.409 -1.875 -0.208  0.118
59 H -1.974 -1.416 -0.806  0.120

- gap between HOMO and LUMO (eV) = 8.5
- structure (SMILES) = CCOC(=O)Cn1c(=O)oc2cc(S(=O)(=O)N(CCN(C)C)Cc3ccccc3)ccc21
- HOMO (eV) = -8.05



Of them, (x) has the highest stability.



(w)
DFT (ωB97M-V/def2-TZVPD) results for the ion C5H8IN2 with charge +1.

Last column: Löwdin charge in e.
CARTESIAN COORDINATES (ANGSTROEM)
1 C -0.016 -0.378 0.572  0.017
2 C -1.094 0.291 -0.035  -0.357
3 C -0.953 0.803 -1.248  -0.505
4 C -2.457 0.305 0.583  -0.007
5 C 2.311 -0.807 0.458  0.028
6 N 1.158 0.301 -1.239  0.160
7 N 1.112 -0.254 -0.079  -0.228
8 I -1.623 1.919 -2.786  1.078
9 H -0.192 -0.844 1.455  0.129
10 H -2.167 0.345 1.629  0.096
11 H -2.947 1.079 0.160  0.037
12 H -3.054 -0.662 0.629  0.138
13 H 2.820 -0.245 1.116  0.066
14 H 2.142 -1.801 0.786  0.103
15 H 3.117 -0.912 -0.385  0.155
16 H 1.843 0.860 -1.615  0.090

- gap between HOMO and LUMO (eV) = 8.4
- HOMO (eV) = -13.05
- total charge = +1



(x)
DFT (ωB97M-V/def2-TZVPD) results for the ion C5H8IN2 with charge +1.

Last column: Löwdin charge in e.
CARTESIAN COORDINATES (ANGSTROEM)
1 C 0.793 0.981 -1.586  -0.141
2 C 1.137 -0.403 -1.269  -0.090
3 C -0.222 1.617 -1.058  0.154
4 C 1.104 -0.926 -0.058  -0.092
5 C -0.971 0.082 0.786  -0.683
6 N -1.628 -1.067 0.503  0.052
7 N 0.608 -0.190 1.119  0.062
8 I -1.557 1.844 2.014  0.823
9 H 1.471 1.241 -2.443  0.141
10 H 1.415 -1.176 -1.941  0.116
11 H -0.647 2.518 -0.852  0.005
12 H 1.262 -2.079 0.031  0.171
13 H -1.687 -1.646 1.358  0.127
14 H -2.594 -0.940 0.185  0.128
15 H 0.654 -0.622 2.012  0.143
16 H 0.863 0.767 1.200  0.083

- gap between HOMO and LUMO (alpha / beta) (eV) = 7.9 / 8.2
- HOMO (alpha / beta) (eV) = -12.58 / -12.58
- total charge = +1



Of them, (w) has the highest stability.



(w)
DFT (ωB97M-V/def2-TZVPD) results for the molecule C5H7ClO.

Last column: Löwdin charge in e.
CARTESIAN COORDINATES (ANGSTROEM)
1 C 1.497 0.758 0.440  -0.067
2 C 0.192 0.505 -0.310  -0.295
3 C 0.063 -0.968 -0.814  -0.067
4 C -1.339 -1.020 -0.218  -0.461
5 O -2.279 -1.760 -0.239  0.118
6 C -1.096 0.182 0.634  -0.559
7 Cl -2.419 1.337 0.448  0.636
8 H 1.626 -0.040 1.053  0.044
9 H 1.701 1.691 0.954  0.089
10 H 2.249 0.680 -0.236  0.043
11 H 0.067 1.304 -1.147  0.165
12 H 0.605 -1.777 -0.286  0.135
13 H 0.176 -1.149 -1.946  0.145
14 H -1.044 0.258 1.667  0.072

- gap between HOMO and LUMO (eV) = 10.4
- structure (SMILES) = C[C@H]1CC(=O)[C@@H]1Cl
- HOMO (eV) = -9.87



(x)
DFT (ωB97M-V/def2-TZVPD) results for the molecule C5H7ClO.

Last column: Löwdin charge in e.
CARTESIAN COORDINATES (ANGSTROEM)
1 C 0.362 -2.396 2.225  0.006
2 C 0.462 -1.959 0.960  -0.183
3 C -1.057 1.822 -1.435  -0.506
4 C 0.607 -0.595 0.432  -0.066
5 C 0.242 1.133 -0.969  -0.251
6 O 0.065 -0.307 -0.714  -0.040
7 Cl -0.711 3.579 -1.237  0.560
8 H 0.562 -3.377 2.604  0.050
9 H 0.275 -1.658 3.003  0.052
10 H 0.820 -2.675 0.186  0.106
11 H -1.220 1.660 -2.512  0.085
12 H 0.932 1.461 -1.643  0.081
13 H 0.504 1.681 -0.127  0.055
14 H -1.843 1.631 -0.774  0.051

- gap between HOMO and LUMO (eV) = 8.2
- HOMO (eV) = -8.08



(y)
DFT (ωB97M-V/def2-TZVPD) results for a structure of composition C5H7ClO.

Last column: Löwdin charge in e.
CARTESIAN COORDINATES (ANGSTROEM)
1 C 2.641 0.393 0.817  0.045
2 C 1.527 0.433 0.280  -0.065
3 C -0.171 -0.238 -1.591  -0.142
4 C -0.727 -0.497 1.039  -0.309
5 C -0.329 0.260 -0.216  -0.772
6 O -2.126 -0.605 1.173  -0.026
7 Cl -0.876 1.886 -0.078  0.744
8 H 3.653 0.500 0.944  -0.017
9 H 0.839 -0.469 -2.001  0.091
10 H -0.843 -1.097 -1.899  0.105
11 H -0.577 0.579 -2.301  0.092
12 H -0.339 -1.492 0.910  0.125
13 H -0.234 0.114 1.873  0.132
14 H -2.438 0.232 1.051  -0.003

- gap between HOMO and LUMO (eV) = 10.6
- HOMO (eV) = -10.09



(z)
DFT (ωB97M-V/def2-TZVPD) results for a cluster of 2 separate species, C5H7ClO in total.

Last column: Löwdin charge in e.
CARTESIAN COORDINATES (ANGSTROEM)
1 C -0.852 0.235 2.238  -0.029
2 C 0.546 -1.256 -1.635  -0.089
3 C -0.236 0.722 1.203  -0.134
4 C -0.683 -1.615 -1.400  -0.553
5 C 1.115 2.045 -0.177  -0.045
6 O 0.204 1.224 0.141  -0.036
7 Cl -1.172 -2.287 0.205  0.555
8 H -1.558 0.675 2.923  0.052
9 H -0.702 -0.767 2.532  0.009
10 H 1.211 -1.274 -0.789  0.058
11 H 0.874 -0.792 -2.556  0.069
12 H 1.849 2.363 0.471  0.051
13 H 1.000 2.352 -1.123  0.026
14 H -1.596 -1.626 -2.034  0.068

- gap between HOMO and LUMO (alpha / beta) (eV) = 7.8 / 8.3
- HOMO (alpha / beta) (eV) = -7.02 / -7.37



Of them, (w) has the highest stability.



(w)
DFT (ωB97M-V/def2-TZVPD) results for the molecule C4H5N3O2.

Last column: Löwdin charge in e.
CARTESIAN COORDINATES (ANGSTROEM)
1 H -0.996 1.560 -0.336  0.075
2 N -0.776 0.808 0.297  0.181
3 C 0.285 0.216 0.469  -0.429
4 C 0.349 -0.898 1.414  -0.058
5 C 1.615 0.473 -0.323  -0.129
6 C 2.575 1.427 0.377  -0.155
7 N 2.953 2.343 0.946  0.181
8 N 2.447 -0.744 -0.484  -0.420
9 O 2.410 -1.205 -1.583  0.121
10 O 3.147 -1.032 0.466  0.083
11 H -0.597 -0.992 2.032  0.105
12 H 1.281 -0.706 2.007  0.087
13 H 0.648 -2.008 0.939  0.155
14 H 1.399 0.900 -1.417  0.202

- gap between HOMO and LUMO (eV) = 10.1
- structure (SMILES) = [H]/N=C(/C)[C@@H](C#N)[N+](=O)[O-]
- HOMO (eV) = -10.55



(x)
DFT (ωB97M-V/def2-TZVPD) results for the molecule C4H5N3O2.

Last column: Löwdin charge in e.
CARTESIAN COORDINATES (ANGSTROEM)
1 C 0.409 -1.302 0.209  -0.078
2 C -1.677 -0.045 -0.094  0.059
3 C -0.879 -1.238 -0.023  -0.384
4 C 1.129 1.129 0.101  -0.189
5 N -1.943 2.311 0.016  0.084
6 N -1.599 1.140 0.004  -0.132
7 N 1.278 -0.233 0.207  0.017
8 O -1.423 -2.449 -0.139  0.021
9 O 2.232 1.710 -0.119  0.032
10 H 0.880 -2.304 0.122  0.150
11 H -1.497 2.970 -0.560  0.046
12 H 2.238 -0.482 0.001  0.113
13 H -2.259 -2.444 0.395  0.137
14 H 3.110 1.239 -0.121  0.125

- gap between HOMO and LUMO (eV) = 8.3
- HOMO (eV) = -7.90



Of them, (w) has the highest stability.



(w)
DFT (ωB97M-V/def2-TZVPD) results for a structure of composition C4HO4.

Last column: Löwdin charge in e.
CARTESIAN COORDINATES (ANGSTROEM)
1 C 0.282 0.301 0.274  0.021
2 C 0.519 -0.989 0.617  0.022
3 C 1.953 -0.492 0.760  -0.462
4 C -0.275 -2.325 0.906  -0.726
5 O -1.085 -2.526 -0.001  -0.055
6 O 3.030 -1.008 0.945  0.126
7 O 0.102 -3.055 1.835  -0.046
8 O 1.619 0.785 0.515  0.010
9 H -0.355 1.153 0.170  0.110

- gap between HOMO and LUMO (eV) = 8.4
- HOMO (eV) = -4.58
- total charge = -1



(x)
DFT (ωB97M-V/def2-TZVPD) results for a cluster of 2 separate species, C4HO4 in total.

Last column: Löwdin charge in e.
CARTESIAN COORDINATES (ANGSTROEM)
1 C -0.885 1.217 -0.149  -0.336
2 C 1.592 0.476 0.129  -0.333
3 C 0.175 0.576 -0.099  -0.065
4 C -1.027 -1.369 -0.050  -0.552
5 O -1.010 -1.723 -1.162  0.122
6 O -2.005 1.632 -0.191  0.025
7 O 2.484 1.247 -0.273  -0.073
8 O -1.238 -1.650 1.071  0.114
9 H 1.915 -0.408 0.723  0.098

- gap between HOMO and LUMO (eV) = 8.2
- HOMO (eV) = -4.39
- total charge = -1



Of them, (x) has the highest stability.



(w)
DFT (ωB97M-V/def2-TZVPD) results for a structure of composition CH5FOSi.

Last column: Löwdin charge in e.
CARTESIAN COORDINATES (ANGSTROEM)
1 C -0.368 -1.110 0.746  -0.237
2 O 1.309 0.924 -1.271  -0.278
3 F -0.150 -1.152 2.113  -0.135
4 Si -0.074 1.093 -0.398  0.683
5 H -1.374 -1.450 0.532  0.018
6 H 0.134 -1.933 0.287  0.022
7 H 1.552 0.153 -1.772  0.040
8 H 0.011 1.729 1.048  -0.038
9 H -1.041 1.746 -1.284  -0.073

- gap between HOMO and LUMO (eV) = 9.8
- HOMO (eV) = -9.21



(x)
DFT (ωB97M-V/def2-TZVPD) results for a cluster of 2 separate species, CH5FOSi in total.

Last column: Löwdin charge in e.
CARTESIAN COORDINATES (ANGSTROEM)
1 C -0.745 0.196 -1.580  -0.099
2 O 0.603 -1.270 2.954  -0.397
3 F -0.836 1.227 -0.600  -0.192
4 Si 1.025 -0.687 1.441  0.763
5 H -0.344 -0.655 -1.008  -0.019
6 H -0.006 0.559 -2.334  0.091
7 H 1.234 -1.026 3.571  -0.053
8 H 2.577 -0.457 1.949  -0.136
9 H -1.681 0.096 -1.989  0.042

- gap between HOMO and LUMO (eV) = 8.7
- HOMO (eV) = -8.90



Of them, (x) has the highest stability.



(w)
DFT (ωB97M-V/def2-TZVPD) results for the molecule C3H8OS2.

Last column: Löwdin charge in e.
CARTESIAN COORDINATES (ANGSTROEM)
1 O -0.082 -2.750 -0.762  -0.068
2 C -0.184 -1.736 0.199  -0.294
3 C 0.330 -0.469 -0.511  -0.279
4 C 0.223 0.751 0.365  -0.627
5 S 0.953 2.214 -0.432  0.442
6 S -0.588 3.637 0.080  0.278
7 H -0.657 -3.512 -0.648  0.091
8 H -1.179 -1.456 0.586  0.121
9 H 0.428 -2.070 1.047  0.119
10 H 1.387 -0.673 -0.850  0.127
11 H -0.315 -0.368 -1.404  0.124
12 H -0.878 0.941 0.442  0.059
13 H 0.437 0.710 1.433  0.079
14 H 0.124 4.781 0.457  -0.173

- gap between HOMO and LUMO (eV) = 8.8
- structure (SMILES) = OCCCSS
- HOMO (eV) = -8.54



(x)
DFT (ωB97M-V/def2-TZVPD) results for the molecule C3H8OS2.

Last column: Löwdin charge in e.
CARTESIAN COORDINATES (ANGSTROEM)
1 C 0.289 -1.156 2.217  -0.389
2 S -0.323 0.506 2.103  0.725
3 C 0.260 1.015 0.507  -0.678
4 S -0.891 0.449 -0.800  0.720
5 C 0.338 0.283 -2.125  -0.220
6 O -1.447 -0.836 -0.433  -0.463
7 H 0.310 -1.359 3.185  -0.019
8 H 1.319 -1.112 1.942  0.040
9 H -0.214 -1.743 1.578  -0.015
10 H 0.372 2.251 0.485  0.073
11 H -1.975 1.043 -1.469  0.054
12 H 0.248 0.964 -3.008  0.070
13 H 1.283 0.407 -1.606  0.035
14 H 0.431 -0.713 -2.578  0.066

- gap between HOMO and LUMO (eV) = 8.0
- structure (SMILES) = CSC=[S@@H](C)=O
- HOMO (eV) = -7.81



Of them, (w) has the highest stability.



(w)
DFT (ωB97M-V/def2-TZVPD) results for a cluster of 2 separate species, C3H8OS2 in total.

Last column: Löwdin charge in e.
CARTESIAN COORDINATES (ANGSTROEM)
1 C -1.796 0.883 -1.262  0.009
2 C -2.210 0.815 -0.006  -0.271
3 O -1.692 0.003 0.983  -0.042
4 H -2.270 1.596 -1.926  0.053
5 H -0.924 0.406 -1.683  0.043
6 H -2.968 1.503 0.346  0.104
7 H -1.741 -0.899 0.642  0.100
8 C 1.825 -0.236 -0.512  -0.488
9 S 2.386 -1.687 0.419  0.356
10 S 1.553 -1.366 2.285  0.312
11 H 1.816 -0.564 -1.549  0.026
12 H 0.813 0.023 -0.210  -0.009
13 H 2.497 0.597 -0.376  0.028
14 H 2.710 -1.075 2.850  -0.224

- gap between HOMO and LUMO (eV) = 9.5
- structure (SMILES) = C=CO.CSS
- HOMO (eV) = -8.87



(x)
DFT (ωB97M-V/def2-TZVPD) results for a cluster of 2 separate species, C3H8OS2 in total.

Last column: Löwdin charge in e.
CARTESIAN COORDINATES (ANGSTROEM)
1 C 1.035 0.504 -2.331  -0.567
2 C 1.814 1.340 -1.338  -0.599
3 S 0.755 1.686 0.040  0.831
4 C 0.000 0.000 0.000  -0.737
5 S 0.381 -0.963 -1.515  0.800
6 H 0.166 1.082 -2.701  0.075
7 H 1.691 0.292 -3.197  0.087
8 H 2.284 2.249 -1.759  0.096
9 H 2.623 0.694 -0.945  0.025
10 H 0.423 -0.593 0.833  0.019
11 H -1.100 0.012 0.119  0.035
12 O 2.533 -0.491 0.321  -0.208
13 H 2.416 -1.403 0.671  0.081
14 H 3.123 -0.598 -0.459  0.064

- gap between HOMO and LUMO (eV) = 8.9
- structure (SMILES) = C1CSCS1.O
- HOMO (eV) = -8.33



Of them, (w) has the highest stability.